1.
This record from OMol25 describes a cluster of 9 separate species, C22H59FNO10S8 in total. The level of theory is the ωB97M-V functional and the def2-TZVPD basis.

The net charge is +1. Its HOMO-LUMO gap is 7.219 eV. The value obtained for the LUMO energy is -2.49 eV. The max |F| is 3.85 eV Å⁻¹.

Geometry (Å):
O (5.26010, -1.21766, 2.20196)
C (4.56112, -0.77099, 3.13667)
C (3.64172, 0.51526, 2.93514)
C (2.12749, 0.01296, 2.74692)
O (1.66619, 0.37131, 1.44875)
C (0.26003, 0.08484, 1.25051)
C (-0.45924, -0.64432, 2.46157)
N (-0.16119, -0.02776, 3.80477)
C (1.15159, 0.70501, 3.79222)
F (1.68536, 0.81320, 5.07919)
H (4.60734, -1.30615, 4.15780)
H (4.03555, 1.05963, 2.03387)
H (3.77269, 1.19326, 3.82413)
H (2.17798, -1.11537, 2.91886)
H (-0.34860, 1.00683, 0.96320)
H (0.18721, -0.63381, 0.36863)
H (-1.57683, -0.77032, 2.30767)
H (-0.06011, -1.70918, 2.51228)
H (-0.08377, -0.75955, 4.53457)
H (-0.89397, 0.64014, 4.08351)
H (0.94227, 1.74733, 3.40632)
C (5.94141, -5.70894, 5.89000)
S (5.81513, -3.90986, 5.89704)
O (4.37067, -3.55893, 5.71798)
C (6.62507, -3.65446, 4.31132)
H (5.45507, -6.09191, 6.78691)
H (5.44441, -6.11275, 5.00674)
H (6.99281, -5.99918, 5.89635)
H (6.08233, -4.18519, 3.52769)
H (7.65446, -4.01160, 4.36454)
H (6.62123, -2.58717, 4.09142)
C (-4.17149, 1.52539, -0.04316)
S (-2.72981, 2.57675, -0.29152)
O (-1.69720, 2.17242, 0.72218)
C (-3.50276, 4.09338, 0.30175)
H (-3.90764, 0.50480, -0.31742)
H (-4.47517, 1.55279, 1.00478)
H (-4.98609, 1.86929, -0.67945)
H (-3.84875, 3.95750, 1.32745)
H (-4.34083, 4.35011, -0.34811)
H (-2.76275, 4.89315, 0.27105)
C (-8.70603, -0.93641, -2.00117)
S (-7.26351, 0.11722, -2.25262)
O (-6.23248, -0.28531, -1.24497)
C (-8.03726, 1.63391, -1.65930)
H (-8.43948, -1.95699, -2.27554)
H (-9.00781, -0.90914, -0.95315)
H (-9.52248, -0.59210, -2.63727)
H (-8.38191, 1.49707, -0.63265)
H (-8.87590, 1.89116, -2.30724)
H (-7.29746, 2.43395, -1.69233)
C (0.23125, -0.88471, 10.06040)
S (0.17842, -0.48226, 8.30346)
O (-0.70434, -1.48912, 7.63606)
C (1.88687, -0.95088, 7.95718)
H (-0.75611, -0.70431, 10.48482)
H (0.49740, -1.93426, 10.19289)
H (0.96151, -0.24506, 10.55779)
H (2.04709, -1.99632, 8.22425)
H (2.56170, -0.30936, 8.52579)
H (2.07299, -0.81648, 6.89239)
C (4.99828, -3.17797, -0.15697)
S (4.87454, -2.80121, -1.91648)
O (3.98288, -3.83079, -2.53286)
C (6.57511, -3.24704, -2.32216)
H (4.02499, -3.00592, 0.30164)
H (5.28477, -4.22210, -0.01919)
H (5.73531, -2.52175, 0.30453)
H (6.76220, -4.28637, -2.04814)
H (7.26068, -2.58736, -1.78834)
H (6.71703, -3.12339, -3.39576)
C (3.23534, -4.03771, -5.40073)
S (3.77097, -3.59306, -7.06447)
O (3.63667, -2.11121, -7.19554)
C (2.36786, -4.34004, -7.91989)
H (3.95064, -3.63582, -4.68896)
H (2.24972, -3.61427, -5.20178)
H (3.20419, -5.12415, -5.30628)
H (1.43683, -3.89750, -7.56264)
H (2.36558, -5.41658, -7.74262)
H (2.47374, -4.14987, -8.98785)
C (-4.84444, 1.78228, -4.77378)
S (-4.95387, 3.52729, -4.32548)
O (-6.13452, 3.68433, -3.41743)
C (-5.44566, 4.10577, -5.95911)
H (-4.58190, 1.21110, -3.88241)
H (-5.80517, 1.43452, -5.15624)
H (-4.06889, 1.64957, -5.52933)
H (-6.36926, 3.61154, -6.26551)
H (-4.65012, 3.89427, -6.67382)
H (-5.60823, 5.18135, -5.90986)
C (-2.30871, 6.96430, -4.01003)
S (-2.41176, 7.35762, -5.76834)
O (-3.30098, 6.33866, -6.40181)
C (-0.70942, 6.90543, -6.15900)
H (-3.28672, 7.13748, -3.56078)
H (-2.02897, 5.91750, -3.87907)
H (-1.57189, 7.61363, -3.53485)
H (-0.53105, 5.86281, -5.89160)
H (-0.02597, 7.55679, -5.61232)
H (-0.55533, 7.03701, -7.22969)



2.
This record from OMol25 describes a cluster of 4 separate species, C22H61F3N9O7P4 in total. The level of theory is the ωB97M-V functional and the def2-TZVPD basis.

The net charge is -1. Its HOMO-LUMO gap is 3.364 eV. The value obtained for the LUMO energy is 1.85 eV. The max |F| is 7.53 eV Å⁻¹.

Geometry (Å):
O (-1.04391, 4.42429, 4.28973)
P (-0.59209, 3.02875, 4.54574)
O (0.69630, 3.09552, 5.55430)
O (-0.04414, 2.42216, 3.17176)
C (-1.89074, 1.96218, 5.24081)
C (-2.80464, 1.31608, 4.19797)
C (-3.87539, 2.26579, 3.71428)
O (-4.59987, 2.81431, 4.86435)
C (-5.03993, 4.04583, 4.73147)
F (-5.57750, 4.42911, 5.90856)
F (-4.12032, 4.95729, 4.42650)
F (-6.04446, 4.15863, 3.82539)
H (0.32321, 3.37676, 6.40005)
H (-0.12833, 3.13746, 2.52756)
H (-2.41973, 2.53670, 6.00275)
H (-1.36916, 1.15672, 5.77451)
H (-2.17832, 1.04282, 3.34471)
H (-4.57533, 1.73701, 3.06253)
H (-3.44598, 3.08008, 3.10185)
O (-2.98909, -2.69031, 3.06943)
P (-2.31301, -3.55463, 2.03222)
N (-1.20653, -2.40028, 1.43117)
C (-0.84366, -2.17110, 0.05122)
C (-0.07395, -2.19000, 2.31623)
N (-3.81258, -3.68606, 1.07640)
C (-4.16592, -2.63061, 0.14157)
C (-4.96676, -4.00716, 1.90745)
N (-1.67955, -4.92280, 1.03151)
C (-2.23123, -5.25171, -0.26622)
C (-1.54358, -6.15575, 1.81853)
H (-0.15515, -2.93138, -0.35010)
H (-0.34424, -1.20405, -0.03410)
H (-1.71125, -2.10762, -0.60045)
H (0.67878, -2.99352, 2.22582)
H (-0.40582, -2.14467, 3.35522)
H (0.40757, -1.23751, 2.09606)
H (-4.07696, -1.62416, 0.57209)
H (-5.19605, -2.77085, -0.19632)
H (-3.56263, -2.68258, -0.76713)
H (-5.37328, -3.12860, 2.42074)
H (-4.70751, -4.73984, 2.67445)
H (-5.75599, -4.44371, 1.28613)
H (-3.25615, -5.63079, -0.22653)
H (-1.59276, -6.02741, -0.70503)
H (-2.19483, -4.40399, -0.94666)
H (-2.51701, -6.59894, 2.07460)
H (-1.01326, -5.94832, 2.75274)
H (-0.95783, -6.90021, 1.27390)
O (2.04210, -1.55531, -1.36812)
P (3.49025, -1.32577, -1.63781)
N (3.96907, -2.89194, -2.14070)
C (5.25435, -3.51060, -1.92296)
C (3.40884, -3.26892, -3.42647)
N (4.01517, -0.94811, -0.02106)
C (4.44446, -2.00847, 0.87780)
C (3.05704, -0.07400, 0.66318)
N (4.83357, -0.47301, -2.39526)
C (6.03929, -0.17552, -1.64640)
C (4.39163, 0.73218, -3.12050)
H (6.04189, -3.12276, -2.59038)
H (5.16622, -4.58397, -2.10709)
H (5.59072, -3.41354, -0.89610)
H (3.94709, -2.79858, -4.26607)
H (2.36022, -2.97468, -3.48654)
H (3.44613, -4.35183, -3.55684)
H (3.75461, -2.86262, 0.90100)
H (4.53310, -1.61161, 1.89014)
H (5.44530, -2.36397, 0.62650)
H (2.20547, -0.62488, 1.06789)
H (2.65893, 0.68437, -0.01442)
H (3.55614, 0.44590, 1.48334)
H (5.88677, 0.54636, -0.83950)
H (6.76577, 0.24083, -2.35038)
H (6.49075, -1.07554, -1.23278)
H (4.06790, 1.53226, -2.44102)
H (3.55232, 0.48952, -3.77766)
H (5.19439, 1.11718, -3.75145)
O (-0.48175, 1.71433, -0.85019)
P (-0.25606, 2.81244, -1.82290)
N (-1.68364, 3.72456, -1.71375)
C (-2.30049, 4.48483, -2.77438)
C (-1.84101, 4.38327, -0.42153)
N (-0.19601, 1.88399, -3.30803)
C (-1.40237, 1.65786, -4.08761)
C (0.51180, 0.62283, -3.10959)
N (0.80495, 4.07525, -2.41582)
C (1.02803, 4.25444, -3.83611)
C (2.09298, 4.09753, -1.70042)
H (-1.78198, 5.43456, -2.98526)
H (-3.32517, 4.72678, -2.48476)
H (-2.37948, 3.92068, -3.69740)
H (-1.21749, 5.28666, -0.34233)
H (-1.56787, 3.70781, 0.38874)
H (-2.88138, 4.66569, -0.26162)
H (-2.25573, 1.32923, -3.47957)
H (-1.20836, 0.89749, -4.84684)
H (-1.68740, 2.54821, -4.64956)
H (-0.11842, -0.14366, -2.64872)
H (1.37616, 0.75937, -2.45943)
H (0.87557, 0.23693, -4.06798)
H (1.57039, 3.42632, -4.30270)
H (1.61694, 5.16753, -3.96278)
H (0.09502, 4.41203, -4.37506)
H (2.72641, 3.23651, -1.95596)
H (1.92461, 4.08257, -0.62116)
H (2.64286, 5.01203, -1.92737)



3.
This record from OMol25 describes a structure of composition C22H62O17S2. The level of theory is the ωB97M-V functional and the def2-TZVPD basis.

The net charge is 0. Its HOMO-LUMO gap is 10.344 eV. The value obtained for the LUMO energy is 0.56 eV. The max |F| is 3.30 eV Å⁻¹.

Geometry (Å):
C (-4.10875, -0.87965, 5.21756)
C (-2.92624, -1.80052, 4.95098)
O (-2.57576, -1.79976, 3.57264)
H (-4.33676, -0.92177, 6.31303)
H (-4.97407, -1.19928, 4.70019)
H (-3.91898, 0.17064, 4.84494)
H (-3.33568, -2.84774, 5.17728)
H (-2.04041, -1.63713, 5.55220)
H (-2.71003, -0.91013, 3.22916)
C (-4.29346, 0.47023, -0.28290)
C (-4.05487, 1.04446, 1.10052)
O (-2.83738, 0.55844, 1.73722)
H (-4.52658, -0.58423, -0.23521)
H (-3.36015, 0.48006, -0.96360)
H (-5.02998, 0.93805, -0.85272)
H (-4.87520, 0.75569, 1.80807)
H (-4.10143, 2.09033, 1.04319)
H (-2.07053, 1.18083, 1.54826)
C (-4.96368, -4.89843, 1.42802)
C (-4.33905, -4.46469, 2.75842)
O (-2.87724, -4.47676, 2.61882)
H (-6.03453, -5.09684, 1.58699)
H (-4.47469, -5.81138, 1.10776)
H (-4.77154, -4.17028, 0.63413)
H (-4.66040, -5.27274, 3.47583)
H (-4.70651, -3.53873, 3.11564)
H (-2.70299, -3.58032, 2.94886)
C (-1.64444, 3.21419, -5.63454)
C (-0.56552, 3.88489, -4.88049)
O (0.19138, 2.74650, -4.29005)
H (-2.21211, 2.55851, -5.01386)
H (-1.28470, 2.63302, -6.40186)
H (-2.33493, 3.87367, -6.15176)
H (-0.94928, 4.45645, -4.00952)
H (0.10037, 4.60047, -5.42095)
H (1.10362, 3.00944, -4.12506)
C (-1.28471, 3.86004, -0.92241)
C (-0.96231, 3.78241, 0.52612)
O (-0.84948, 2.40443, 0.96046)
H (-1.69147, 4.80433, -1.17729)
H (-2.13625, 3.20980, -1.30008)
H (-0.31003, 3.80106, -1.45712)
H (-1.84759, 4.18148, 1.05895)
H (-0.16089, 4.38973, 0.89879)
H (-0.58948, 1.88234, 0.14347)
C (4.67760, 1.07220, -5.29449)
C (4.05010, -0.21279, -4.88871)
O (3.84782, -0.44026, -3.43984)
H (5.66230, 1.35042, -4.73309)
H (4.04565, 1.92547, -5.03383)
H (4.93941, 1.03190, -6.33966)
H (4.54989, -1.13794, -5.21386)
H (3.04203, -0.29056, -5.30820)
H (3.48064, 0.35772, -3.04183)
C (0.45055, -3.80728, 3.39533)
C (0.82420, -3.12220, 2.03148)
O (2.08659, -2.48220, 2.28628)
H (0.06086, -3.13769, 4.19332)
H (1.35626, -4.24314, 3.72121)
H (-0.32141, -4.58172, 3.24167)
H (0.07506, -2.34171, 1.78306)
H (0.91017, -3.76901, 1.14475)
H (2.43380, -2.37008, 1.42166)
C (3.10133, -4.33177, -3.58310)
C (3.82950, -3.55796, -2.49639)
O (2.96669, -2.60733, -1.84045)
H (2.60087, -3.55945, -4.22515)
H (2.35206, -4.97057, -3.09970)
H (3.75840, -4.94350, -4.26919)
H (4.62911, -2.98131, -2.98318)
H (4.27592, -4.25158, -1.76170)
H (3.25316, -1.69895, -2.10596)
C (0.24307, -0.78963, -0.64973)
C (0.02010, 0.01195, -1.92231)
O (0.15000, 1.43673, -1.65514)
H (-0.51284, -0.49666, 0.09371)
H (1.32232, -0.71601, -0.33102)
H (-0.02920, -1.79818, -0.81921)
H (-0.96020, -0.19935, -2.33011)
H (0.72822, -0.37288, -2.62376)
H (0.09461, 1.87036, -2.56837)
C (2.61277, 3.59077, 0.36061)
C (2.80798, 2.10281, -0.03083)
O (3.24274, 2.08989, -1.44281)
S (3.50150, 3.54485, -1.95786)
O (2.98957, 3.64350, -3.29410)
O (4.90207, 3.88159, -1.76328)
O (2.54644, 4.32985, -0.88514)
H (3.47162, 3.93926, 0.94279)
H (1.70838, 3.83851, 0.91540)
H (1.87873, 1.55364, -0.07229)
H (3.44668, 1.50172, 0.65639)
C (0.31982, -0.10104, 4.23629)
C (1.80701, 0.05140, 4.43002)
O (1.99848, 1.51192, 4.77480)
S (1.06530, 2.24674, 3.68465)
O (1.81811, 2.14727, 2.45277)
O (0.58958, 3.49053, 4.14951)
O (-0.13652, 1.25679, 3.63214)
H (-0.19919, -0.10078, 5.14409)
H (0.05053, -0.85930, 3.52529)
H (2.37153, -0.13206, 3.53688)
H (2.24694, -0.46400, 5.31213)



4.
This record from OMol25 describes a cluster of 8 separate species, C22H63F6N5O7P in total. The level of theory is the ωB97M-V functional and the def2-TZVPD basis.

The net charge is -1. Its HOMO-LUMO gap is 9.013 eV. The value obtained for the LUMO energy is 2.31 eV. The max |F| is 3.12 eV Å⁻¹. The energy above the lowest of the compared OMol25 structures with the same formula, charge and spin comes out at 55.7 kcal/mol.

Geometry (Å):
P (1.96011, -0.55555, -0.68871)
F (2.41491, 0.22295, 0.66604)
F (0.94925, -1.52603, 0.12078)
F (0.78523, 0.53923, -1.00560)
F (1.52664, -1.35964, -2.03647)
F (2.93131, 0.42235, -1.49073)
F (3.18496, -1.65010, -0.47108)
C (0.11849, 0.33574, 3.20958)
C (-0.84265, 0.74843, 2.06112)
C (-2.32440, 1.04367, 2.53204)
O (-3.22071, 1.55363, 1.57351)
C (-3.60973, 0.54105, 0.66890)
N (-0.28221, 1.85453, 1.36970)
H (1.09591, 0.00399, 2.85930)
H (-0.25010, -0.49226, 3.81510)
H (0.24354, 1.13935, 3.93530)
H (-0.81651, -0.08285, 1.35658)
H (-2.30067, 1.68022, 3.41654)
H (-2.79627, 0.18379, 3.00751)
H (-4.00195, -0.35155, 1.15627)
H (-2.75137, 0.29413, 0.04412)
H (-4.40084, 0.94501, 0.03718)
H (0.44497, 1.50852, 0.76012)
H (-0.94105, 2.21117, 0.69234)
C (-2.05925, -3.23387, 5.04557)
C (-1.52386, -4.41137, 4.18757)
C (-0.53143, -3.90602, 3.07772)
O (0.68429, -3.45303, 3.67719)
C (1.62559, -3.01205, 2.76292)
N (-0.91615, -5.40422, 5.01791)
H (-3.02167, -3.47912, 5.49470)
H (-2.26263, -2.34693, 4.44551)
H (-1.41143, -2.96966, 5.88141)
H (-2.35921, -4.92763, 3.71452)
H (-0.93386, -3.17334, 2.37820)
H (-0.18676, -4.71702, 2.43618)
H (1.25133, -2.10178, 2.29448)
H (2.02682, -3.73289, 2.05053)
H (2.48633, -2.68080, 3.34386)
H (-1.46871, -5.36986, 5.86265)
H (-0.04685, -4.99509, 5.32941)
C (3.19805, 3.55293, -1.43985)
C (3.20912, 4.13263, -0.01641)
C (3.26934, 3.10801, 1.11230)
O (3.44619, 3.62014, 2.43781)
C (3.61408, 2.64268, 3.44848)
N (4.31853, 5.06686, 0.19272)
H (2.37932, 2.83447, -1.48001)
H (4.07339, 2.98396, -1.75315)
H (2.92888, 4.19441, -2.27899)
H (2.24923, 4.63839, 0.08807)
H (4.10260, 2.46064, 0.83903)
H (2.30893, 2.59268, 1.10020)
H (3.62230, 3.19259, 4.38957)
H (4.61502, 2.22190, 3.35277)
H (2.87883, 1.84233, 3.36508)
H (4.24730, 5.23696, 1.18574)
H (5.17239, 4.53146, 0.12666)
C (-5.69298, -1.76560, -2.41584)
C (-4.65314, -2.82785, -2.67478)
C (-3.28878, -2.48665, -2.12392)
O (-2.80163, -1.21717, -2.62336)
C (-1.41978, -1.07422, -2.28384)
N (-5.06104, -4.09369, -2.07744)
H (-5.53473, -0.88333, -3.03604)
H (-5.56769, -1.36053, -1.41169)
H (-6.63152, -2.28469, -2.61026)
H (-4.57291, -2.97798, -3.75140)
H (-2.58528, -3.23397, -2.49095)
H (-3.30229, -2.60503, -1.04045)
H (-0.76076, -1.92078, -2.47651)
H (-1.24896, -0.87715, -1.22550)
H (-0.92121, -0.30832, -2.87792)
H (-5.07049, -3.94626, -1.07830)
H (-4.35169, -4.79749, -2.22433)
C (-2.62415, 4.25622, -3.53463)
C (-1.28632, 4.97444, -3.52724)
C (-0.04028, 4.12246, -3.48293)
O (-0.06990, 3.11326, -4.58824)
C (0.79748, 2.05097, -4.33438)
N (-1.16614, 5.63772, -4.76320)
H (-2.65237, 3.60807, -2.65873)
H (-2.61243, 3.62476, -4.42301)
H (-3.46193, 4.94414, -3.64860)
H (-1.37741, 5.74079, -2.75748)
H (0.01634, 3.74378, -2.46239)
H (0.83915, 4.74548, -3.64586)
H (0.77757, 1.48930, -5.26831)
H (0.47241, 1.40292, -3.52047)
H (1.79816, 2.43248, -4.13144)
H (-0.49184, 6.38564, -4.68554)
H (-0.74894, 4.93396, -5.35545)
C (5.77874, -1.35422, 0.99598)
O (5.16453, -0.34449, 1.65849)
H (5.07974, -2.18961, 0.95542)
H (5.95229, -1.08869, -0.04684)
H (6.73195, -1.73528, 1.36242)
H (4.35608, -0.13114, 1.18681)
C (0.39470, -4.50880, -1.77428)
O (1.74011, -4.17877, -1.49665)
H (0.16368, -3.89953, -2.64807)
H (0.30653, -5.51641, -2.18055)
H (-0.20896, -4.47904, -0.86719)
H (1.73299, -3.26733, -1.19526)



Question: Among the records above, which one has the highest max |F|?
Answer: C22H61F3N9O7P4



Question: Which formula does entry 1 have?
Answer: C22H59FNO10S8



Question: Look up the net charge of the second one.
Answer: -1



Question: The highest net charge belongs to which entry?
Answer: C22H59FNO10S8